ORCA calculation (ωB97M-V/def2-TZVPD) on C4H15N3O as an isolated structure at a distorted geometry.

The energy relative to the best compared isomer or geometry (same formula, charge and spin) is 269.0 kJ/mol. For the LUMO energy, the calculation gives 0.0305 Eh. Its frontier orbital gap is 0.3432 hartree. As for the highest occupied orbital energy: -8.51 eV. Its multiplicity is 1.

```
23
C4H15N3O | OMol25 | ωB97M-V/def2-TZVPD
O -1.2275 0.9942 -0.7881
N -0.3614 1.0634 1.5273
N -0.6130 -1.0767 0.2328
N 2.1899 -1.8669 -2.2655
C -1.2337 1.6327 0.4508
C 1.0020 -1.1739 -1.7395
C -0.5015 1.9576 2.6784
C 0.6336 -1.6956 -0.3247
H 0.1777 -1.4465 -2.4177
H 0.6239 1.1526 1.2426
H -0.3734 -0.2464 1.0602
H -2.2532 1.6502 0.9082
H 0.5441 -2.7923 -0.4553
H -1.3930 -1.6819 0.2536
H 1.4595 -1.5635 0.4102
H -1.5504 1.9472 3.0311
H 2.8999 -1.8869 -1.5675
H -0.2395 3.0633 2.5089
H -0.8698 2.6915 0.3380
H 1.2082 -0.0774 -1.7652
H 0.0833 1.5951 3.5506
H -1.0074 -0.1667 -0.5990
H 2.5992 -1.3556 -3.0463
```

These are the Löwdin partial charges, in e, on atoms 1 to 5: O -0.2051; N -0.1571; N -0.0221; N -0.0307; C -0.3460